Entry from the OMol25 dataset: C24H16AgN5O2SSe as an isolated structure (ωB97M-V/def2-TZVPD).

Last column: Mulliken charge in e.
Atoms and positions in Å:
Ag 1.080 -1.626 -0.403  0.424
Se 7.563 0.909 3.054  0.370
N 7.248 0.331 1.435  -0.766
C 5.988 -0.034 1.376  0.772
C 5.307 -0.492 0.211  0.568
C 5.962 -0.434 -1.043  -0.651
C 5.384 -1.049 -2.124  -0.570
C 4.089 -1.565 -1.981  -0.435
N 3.389 -1.552 -0.802  -0.396
C 4.073 -1.134 0.295  0.402
C 3.299 -1.093 1.599  0.134
N 2.067 -1.600 1.677  -0.814
C 1.408 -1.587 2.888  -0.688
C 1.944 -0.917 3.953  -0.460
C 3.219 -0.319 3.862  -0.441
C 3.927 -0.415 2.710  0.752
C 5.278 0.050 2.614  0.806
N 5.963 0.461 3.620  -0.775
H 6.928 0.007 -1.061  0.547
H 5.935 -1.089 -3.080  0.393
H 3.596 -2.062 -2.810  0.450
H 0.443 -2.103 3.000  0.400
H 1.391 -0.931 4.892  0.409
H 3.641 0.172 4.777  0.446
O -5.432 4.637 -2.578  0.064
N -4.941 4.491 -1.629  0.549
O -3.907 2.938 -1.853  -0.542
S -3.799 2.089 -0.564  0.388
C -5.104 0.897 -0.635  0.251
C -6.077 1.050 -1.613  -0.133
C -7.170 0.166 -1.493  -0.677
C -7.263 -0.722 -0.511  -0.447
C -6.224 -0.933 0.389  -0.640
C -5.127 -0.115 0.306  -0.221
C -2.368 1.132 -0.980  0.693
C -1.170 1.620 -0.437  -0.767
C -0.009 1.016 -0.838  0.423
C -0.065 -0.030 -1.795  -1.071
C -1.301 -0.576 -2.161  -0.764
C -2.504 0.009 -1.788  -0.523
H -5.972 1.697 -2.438  0.573
H -7.961 0.223 -2.217  0.399
H -8.090 -1.433 -0.493  0.368
H -6.275 -1.707 1.154  0.389
H -4.342 -0.263 1.013  0.438
H -1.083 2.480 0.211  0.427
H 1.011 1.477 -0.566  0.406
H 0.876 -0.223 -2.295  0.652
H -1.336 -1.492 -2.753  0.378
H -3.490 -0.358 -2.095  0.509

## Properties
- HOMO (eV) = -13.3
- F_max (eV Å⁻¹) = 3.323
- E_LUMO (eV) = -7.4
- 2S+1 = 1
- charge = +2
- orbital gap (Eh) = 0.215


Entry from the OMol25 dataset: a 5-piece molecular cluster, C6H22NO5 overall (ωB97M-V/def2-TZVPD).

Last column: Mulliken charge in e.
Atoms and positions in Å:
C 2.217 -0.286 0.397  -0.607
O 2.923 0.523 1.268  -0.551
C 0.715 -0.042 0.979  -0.152
C -0.582 -0.662 0.166  -0.299
C -1.718 -0.488 1.033  0.551
C -2.568 0.469 0.648  -1.118
C -2.042 -1.398 2.141  -1.124
N 0.535 1.481 1.164  0.136
H 2.326 0.238 -0.605  0.237
H 2.571 -1.380 0.244  0.368
H 3.541 0.151 1.866  0.316
H 0.676 -0.652 1.973  0.291
H -0.212 -1.671 -0.186  0.423
H -0.787 -0.291 -0.861  0.139
H -2.220 1.111 -0.022  0.370
H -3.557 0.879 1.039  0.296
H -2.718 -2.102 1.808  0.359
H -2.559 -0.972 3.059  0.332
H -1.025 -1.748 2.668  0.152
H -0.305 1.698 1.623  0.410
H 1.415 1.690 1.682  0.461
H 0.461 1.917 0.261  0.160
H -1.545 -1.890 -2.904  0.302
H -2.412 -0.769 -3.493  0.287
O -1.546 -0.965 -3.302  -0.670
H -0.501 2.967 -2.039  0.308
H 0.618 2.088 -1.942  0.291
O 0.103 2.615 -1.383  -0.654
H 0.866 -3.034 1.696  0.266
H 2.303 -2.702 2.239  0.276
O 1.444 -2.334 1.800  -0.567
H 0.122 1.604 -4.144  0.294
H -0.593 0.321 -3.566  0.357
O 0.035 0.988 -3.475  -0.642

## Properties
- HOMO (eV) = -12.5
- F_max (eV Å⁻¹) = 5.114
- E_LUMO (eV) = -2.5
- 2S+1 = 1
- charge = +1
- orbital gap (Eh) = 0.368


Entry from the OMol25 dataset: a single C20H19N3O4S molecule (ωB97M-V/def2-TZVPD).

Last column: Mulliken charge in e.
Atoms and positions in Å:
C -3.515 -1.383 2.822  -1.594
C -3.006 -1.512 1.418  1.029
C -3.427 -0.644 0.420  -0.858
C -2.933 -0.746 -0.868  -0.388
C -2.006 -1.731 -1.172  0.338
O -1.519 -1.881 -2.469  -0.531
C -0.706 -0.832 -2.918  -0.648
C 0.606 -0.791 -2.210  0.851
N 1.339 0.245 -1.980  -0.710
N 2.438 -0.178 -1.321  -0.085
C 2.302 -1.461 -1.180  0.616
S 3.384 -2.515 -0.357  -0.215
C 4.587 -1.250 0.160  -0.887
C 3.975 -0.074 0.895  0.770
O 4.397 1.043 0.725  -0.613
C 2.859 -0.371 1.853  -0.972
C 1.515 0.117 1.255  0.212
O 0.580 -0.641 1.133  -0.385
N 1.545 1.426 0.944  0.050
C 0.554 2.160 0.275  0.453
C -0.780 1.772 0.262  0.050
C -1.709 2.553 -0.401  -0.492
C -1.326 3.714 -1.048  -0.724
C 0.005 4.101 -1.029  -0.633
C 0.942 3.331 -0.369  -0.559
O 1.171 -1.924 -1.730  -0.330
C -1.589 -2.617 -0.189  -0.160
C -2.088 -2.503 1.093  -0.626
H -3.869 -2.344 3.191  0.390
H -2.711 -1.049 3.478  0.306
H -4.328 -0.664 2.879  0.369
H -4.150 0.125 0.652  0.266
H -3.269 -0.068 -1.639  0.450
H -0.536 -1.020 -3.985  0.381
H -1.172 0.156 -2.801  0.222
H 5.127 -0.889 -0.715  0.409
H 5.279 -1.770 0.826  0.431
H 3.018 0.194 2.774  0.468
H 2.767 -1.433 2.075  0.302
H 2.462 1.864 0.937  0.207
H -1.085 0.865 0.757  0.406
H -2.745 2.249 -0.405  0.386
H -2.058 4.317 -1.563  0.411
H 0.313 5.005 -1.532  0.381
H 1.981 3.625 -0.358  0.388
H -0.873 -3.384 -0.441  0.453
H -1.750 -3.186 1.858  0.419

## Properties
- HOMO (eV) = -8.3
- F_max (eV Å⁻¹) = 1.607
- E_LUMO (eV) = 0.4
- structure (SMILES) = Cc1ccc(OCc2nnc(SCC(=O)CC(=O)Nc3ccccc3)o2)cc1
- 2S+1 = 1
- charge = 0
- orbital gap (Eh) = 0.321


Entry from the OMol25 dataset: a 2-piece molecular cluster, C4H4N2O overall (ωB97M-V/def2-TZVPD).

Last column: Mulliken charge in e.
Atoms and positions in Å:
O 0.553 -0.833 2.470  -0.360
C 0.302 -0.397 1.417  0.265
C 0.428 0.810 0.508  0.092
C 1.218 0.214 -0.572  -0.251
N 0.464 -0.391 -1.450  -0.435
C -0.815 -0.257 -0.916  -0.276
N -0.833 0.880 -0.109  -0.275
H -0.546 -1.074 0.312  0.229
H 2.300 0.140 -0.595  0.389
H -1.669 -0.521 -1.535  0.351
H -1.638 1.030 0.485  0.269

## Properties
- HOMO (eV) = -9.3
- F_max (eV Å⁻¹) = 0.979
- E_LUMO (eV) = 0.0
- 2S+1 = 1
- charge = 0
- orbital gap (Eh) = 0.345


Entry from the OMol25 dataset: a 3-piece molecular cluster, C19H25BBr2O10S2 overall (ωB97M-V/def2-TZVPD).

Last column: Mulliken charge in e.
Atoms and positions in Å:
C 3.169 0.809 0.019  -1.079
C 3.490 1.595 -1.207  0.117
Br 5.334 1.998 -1.402  -0.181
C 2.587 2.029 -2.078  -0.699
Br 3.036 3.079 -3.576  -0.079
C 1.166 1.702 -1.852  0.165
C 0.253 2.601 -1.468  0.750
B 0.569 4.135 -1.206  1.321
O 0.015 5.100 -1.987  -0.591
O 1.375 4.504 -0.176  -0.639
C -1.134 2.113 -1.267  -0.025
O -2.087 2.817 -1.498  -0.631
C -1.248 0.737 -0.746  0.758
C -2.246 0.359 0.146  -0.775
C -2.250 -0.952 0.628  -0.647
C -1.303 -1.890 0.228  -0.672
C -0.322 -1.515 -0.684  -0.854
C -0.297 -0.204 -1.148  0.999
C 0.759 0.272 -2.076  -0.071
O 1.246 -0.399 -2.939  -0.570
H 2.792 1.441 0.821  0.241
H 2.438 0.025 -0.157  0.176
H 4.065 0.330 0.394  0.481
H -0.802 4.775 -2.387  0.354
H 1.386 3.832 0.514  0.260
H -2.988 1.067 0.479  0.512
H -2.998 -1.244 1.349  0.395
H -1.302 -2.900 0.599  0.480
H 0.443 -2.191 -1.031  0.560
C -0.382 -5.685 -4.853  -0.946
C -1.186 -6.309 -3.730  -0.326
O -0.357 -6.812 -2.656  -0.331
S 0.301 -5.754 -1.675  1.340
C 0.843 -6.888 -0.444  -1.056
O -0.727 -4.912 -1.141  -0.604
O 1.445 -5.168 -2.299  -0.620
H 0.127 -4.780 -4.526  0.273
H -1.045 -5.424 -5.678  0.383
H 0.377 -6.380 -5.213  0.264
H -1.917 -5.610 -3.323  0.311
H -1.728 -7.181 -4.092  0.284
H -0.024 -7.354 0.018  0.320
H 1.402 -6.311 0.290  0.369
H 1.487 -7.627 -0.911  0.353
C 0.050 4.233 6.251  -0.969
C -1.282 3.727 5.736  -0.361
O -1.564 4.158 4.385  -0.279
S -0.780 3.453 3.201  1.247
C -1.739 4.088 1.873  -0.652
O -0.964 2.036 3.303  -0.660
O 0.541 3.998 3.107  -0.624
H 0.883 3.797 5.703  0.297
H 0.161 3.971 7.303  0.389
H 0.115 5.316 6.146  0.262
H -1.346 2.639 5.787  0.326
H -2.096 4.134 6.332  0.266
H -2.752 3.698 1.935  0.352
H -1.257 3.747 0.960  -0.068
H -1.730 5.173 1.917  0.403

## Properties
- HOMO (eV) = -9.0
- F_max (eV Å⁻¹) = 0.839
- E_LUMO (eV) = -1.0
- structure (SMILES) = C/C(Br)=C(/Br)C1=C(B(O)O)C(=O)c2ccccc2C1=O.CCOS(C)(=O)=O.CCOS(C)(=O)=O
- 2S+1 = 1
- charge = 0
- orbital gap (Eh) = 0.292


Entry from the OMol25 dataset: a 2-piece molecular cluster, C7H18N2O overall (ωB97M-V/def2-TZVPD).

Last column: Mulliken charge in e.
Atoms and positions in Å:
C 1.006 -0.220 0.386  1.069
C -0.486 -0.826 -1.003  1.177
C 0.729 1.129 0.833  -0.955
C 2.363 -0.440 -0.243  -1.751
C 0.031 -2.176 -1.457  -1.729
C -0.391 0.247 -2.071  -1.531
C -1.462 1.773 2.261  -0.978
N -1.012 1.469 0.904  -0.294
N -1.625 -0.796 -0.274  -0.858
O 0.776 -1.156 1.430  -0.625
H -0.182 -1.308 1.452  0.423
H -1.192 2.251 0.284  0.335
H -1.804 -1.692 0.172  0.227
H -1.535 0.517 0.405  0.454
H 0.942 1.325 1.887  0.442
H 1.102 1.904 0.169  0.278
H 2.467 -1.473 -0.582  0.350
H 3.173 -0.251 0.472  0.440
H 2.519 0.225 -1.093  0.316
H 0.263 -2.807 -0.598  0.338
H 0.928 -2.084 -2.067  0.340
H -0.743 -2.669 -2.052  0.491
H 0.637 0.414 -2.387  0.275
H -0.968 -0.080 -2.943  0.432
H -0.818 1.189 -1.734  0.286
H -2.534 1.982 2.282  0.366
H -0.934 2.639 2.669  0.355
H -1.251 0.913 2.898  0.325

## Properties
- HOMO (eV) = -6.5
- F_max (eV Å⁻¹) = 2.501
- E_LUMO (eV) = 0.7
- 2S+1 = 1
- charge = 0
- orbital gap (Eh) = 0.263